Computed, not measured: a structure of composition C24H48NO2P2PbSi2 at a distorted geometry, with ωB97M-V/def2-TZVPD.

The geometry in XYZ format:
```
80
Properties=species:S:1:pos:R:3:forces:R:3
C -1.4788 -1.0210 -4.2037 -0.8595 -0.1839 -0.0067
C -0.7205 -1.0049 -2.9993 0.8298 0.4570 0.3024
N -1.2570 -0.3922 -1.8714 0.2384 -1.1067 0.9170
C -2.5867 -0.1667 -1.8176 -0.8152 -0.3210 -1.1514
C -3.3894 -0.3276 -2.9500 -0.2295 0.2710 1.1278
C -2.8338 -0.7537 -4.1565 1.2246 0.0633 -0.4936
C 0.5607 -1.6161 -3.0143 0.1467 1.7180 0.5053
P 1.5598 -1.9257 -1.5786 -1.0330 -0.6483 -1.3337
Pb -0.0195 -0.9305 0.5321 0.0541 0.5159 -0.3766
P -2.1850 0.9026 0.7695 -0.9143 -0.2984 -0.2194
C -3.2972 0.1751 -0.5028 0.0930 0.0900 -0.3153
C 2.7213 1.0515 1.7565 0.6789 0.3178 0.1365
C 3.5884 0.1555 2.4093 -0.5044 -0.0526 0.1321
C 3.9427 0.3766 3.7502 -0.0605 0.2205 -0.2877
C 3.4708 1.5099 4.4247 -0.0503 -0.1440 -0.5626
C 2.6824 2.4376 3.7451 0.1681 -0.1016 -0.0091
C 2.3276 2.2236 2.4137 -0.0433 -0.4609 0.0833
O 1.3941 1.8262 -3.3759 -0.5114 1.0808 0.5697
O 0.9655 2.0328 -0.7757 0.5447 -0.5944 0.1875
H -0.9781 -1.4041 -5.0940 -0.3252 0.0949 0.1789
H -4.4519 -0.1343 -2.8616 0.0480 -0.0273 -0.0460
H -3.4415 -0.8713 -5.0548 0.0964 0.0819 0.2876
C 1.8488 -3.7022 -1.8367 0.4802 -0.3490 0.2766
C 3.2586 -1.2240 -1.7662 0.2411 0.0573 0.2771
H -4.1116 0.8960 -0.7141 0.2644 -0.4199 0.1094
H -3.7625 -0.7483 -0.0927 0.3231 0.4694 -0.1924
H 1.8643 1.0927 -3.7431 0.3340 -0.9840 -0.4049
H 1.0292 -1.6607 -3.9956 -0.0652 -0.5254 0.0224
C -3.3192 0.9904 2.2122 0.0421 0.2312 0.1364
C -2.1206 2.6208 0.1891 -0.0547 0.5561 0.0975
H 3.9334 -0.7484 1.8932 -0.0742 0.4202 0.2045
H 4.6193 -0.3105 4.2620 -0.2881 0.1218 -0.1931
H 3.7254 1.6899 5.4623 0.0587 -0.0815 -0.0807
H 2.3689 3.3432 4.2560 -0.0344 -0.1270 -0.1050
H 1.7138 2.9683 1.9171 -0.0498 -0.0282 -0.0202
H 0.9918 1.1371 -0.2255 -0.4865 0.6609 -0.3283
H 1.7099 2.6200 -0.5162 -0.2874 -0.3066 0.0347
H 1.0831 1.8086 -1.7630 -0.2017 0.1537 -0.5584
H 0.9324 2.2677 -4.1077 0.0877 -0.2236 0.3984
H 2.4119 0.8732 0.7103 0.6702 -0.1154 0.9589
H 2.6112 -3.8168 -2.6188 -0.1436 -0.2110 0.1750
H 2.1718 -4.1850 -0.9064 0.0870 -0.1174 -0.2840
H 0.9071 -4.1426 -2.1872 0.2988 0.1200 0.2064
H 3.7554 -1.6058 -2.6775 -0.3017 0.2063 0.3484
H 3.2534 -0.1185 -1.7876 -0.0359 -0.4387 -0.0206
H 3.8603 -1.5351 -0.8918 -0.1528 0.1295 -0.3891
H -3.1293 3.0525 0.2618 0.2904 0.0244 -0.0526
H -1.4352 3.1977 0.8267 -0.2142 -0.0336 -0.2332
H -1.7907 2.6878 -0.8570 -0.0260 -0.1442 0.3192
H -4.0946 1.7520 2.0288 0.1748 -0.3247 0.1375
H -3.7975 0.0145 2.3995 0.2443 0.3728 -0.0838
H -2.7327 1.2769 3.0990 -0.3333 -0.0678 -0.2234
C 1.1720 -3.3198 2.9415 0.0495 -0.1059 -0.0569
Si -0.5663 -2.6281 3.1504 -0.3426 -0.3765 -0.0282
C -1.5722 -3.7723 4.2609 0.0501 0.1165 0.1294
C -0.3520 -0.9563 3.9962 -0.0593 0.0697 0.1803
C -1.4620 -2.4150 1.4879 0.4182 0.2556 0.2283
Si -2.0111 -3.9686 0.5998 -0.1298 -0.3734 -0.4396
C -3.7439 -4.4033 1.1984 -0.0136 0.0080 0.0535
C -2.0864 -3.7622 -1.2724 -0.0836 -0.0038 0.0461
C -0.8764 -5.4376 0.9118 0.0227 -0.0580 0.0533
H 1.4715 -3.7403 3.9141 0.0392 0.1041 -0.2578
H 1.9012 -2.5361 2.6851 -0.1349 -0.1563 0.0336
H 1.2374 -4.1227 2.1961 0.0038 0.1704 0.2080
H -1.0739 -3.8597 5.2387 -0.1543 -0.0197 -0.2115
H -2.5772 -3.3600 4.4359 0.2190 -0.1230 -0.0377
H -1.6846 -4.7849 3.8476 0.0354 0.3070 0.0886
H -0.2915 -1.1562 5.0776 -0.0015 0.1979 -0.2186
H 0.5742 -0.4288 3.7120 -0.2700 -0.1508 0.0076
H -1.2071 -0.2865 3.8248 0.2046 -0.1419 0.1100
H -2.3677 -1.8133 1.6941 0.3156 -0.1034 -0.1135
H -4.4826 -3.6705 0.8429 0.1478 -0.1358 0.0820
H -4.0422 -5.3877 0.8104 0.0488 0.2151 0.0707
H -3.8052 -4.4425 2.2938 0.0043 -0.0084 -0.1972
H -1.2041 -3.2619 -1.6910 -0.1403 -0.1063 0.0518
H -2.1645 -4.7551 -1.7428 -0.0090 0.2627 0.1012
H -2.9713 -3.1841 -1.5718 0.1638 -0.0353 -0.0126
H 0.1588 -5.2358 0.6059 -0.1854 -0.0728 0.0440
H -0.8753 -5.7670 1.9594 0.0781 0.0673 -0.2333
H -1.2408 -6.2783 0.3014 0.0999 0.1993 0.1602
```
Positions in Å, forces in eV/Å.

## Properties
- Total charge: +1
- Lowest unoccupied orbital energy: -2.94 eV
- Kohn-Sham gap: 5.993 eV

***

Computed, not measured: a cluster of 8 separate species, C24H48O20S4 in total at a distorted geometry, with ωB97M-V/def2-TZVPD.

The geometry in XYZ format:
```
96
Properties=species:S:1:pos:R:3:forces:R:3
C -0.6341 3.3147 -9.3987 0.6921 -2.4781 -1.6551
C -1.3882 4.5859 -9.4407 1.7314 0.7174 0.1040
C -0.2627 5.5064 -8.8804 -2.0105 1.0092 -1.1240
O 0.9614 5.0781 -9.4206 0.0810 -0.4348 -0.3946
C 0.8494 3.7105 -9.8637 -1.6450 -0.2017 2.2113
H -0.9989 2.6470 -10.1792 -0.1495 -0.2303 -0.1377
H -0.7659 2.6958 -8.5112 0.6160 0.4788 0.4588
H -2.3637 4.6781 -8.9632 0.2368 -0.1813 0.0633
H -1.4279 4.8228 -10.5039 -0.5853 0.3471 -0.0222
H -0.3022 5.5881 -7.7942 0.3802 -0.1219 0.0863
H -0.5534 6.4421 -9.3579 0.6873 0.7108 0.5872
H 1.6038 3.1367 -9.3256 0.0149 -0.1481 -0.1028
H 0.9830 3.5493 -10.9334 -0.0506 0.5334 -0.0743
C -5.9803 -3.7654 6.1289 -0.2399 -0.0144 2.3009
C -6.5827 -3.4985 4.7749 1.2974 -0.1853 0.0151
C -8.0075 -3.8753 5.0392 -0.2499 -0.1085 0.1155
O -8.2722 -3.4384 6.3932 -1.8722 0.1620 -1.2708
C -7.1545 -3.6195 7.2018 1.4693 -0.3264 -1.8782
H -5.1961 -3.1072 6.5031 0.4567 -0.3105 -0.6358
H -5.7235 -4.8244 6.1556 0.6346 0.1719 0.1543
H -6.0869 -4.2024 4.1064 -0.2513 0.1048 -0.4022
H -6.3389 -2.5003 4.4113 -0.6632 0.1403 0.0463
H -8.1309 -4.9545 4.9485 0.2337 -0.4014 0.4119
H -8.6918 -3.5313 4.2637 -0.3881 0.8165 0.6713
H -7.1689 -4.5618 7.7495 -0.3844 0.0804 0.4064
H -7.0401 -2.7544 7.8550 -0.0429 -0.1283 0.0638
C 7.4382 -3.6636 -3.4239 -0.3613 -0.2579 1.5209
C 6.3147 -3.8146 -4.4313 -0.3858 -0.0850 -1.9037
C 7.0742 -4.0188 -5.7535 0.6847 0.0552 1.0628
O 8.1575 -3.1215 -5.6128 1.0325 0.3010 -0.2632
C 8.6347 -3.1235 -4.2124 -0.7233 -0.3599 -1.8065
H 7.6629 -4.5705 -2.8624 0.2615 -0.2033 -0.3313
H 7.1162 -2.9706 -2.6466 0.0748 0.1498 -0.0225
H 5.7808 -2.8678 -4.3497 -0.2055 0.0169 -0.8504
H 5.5697 -4.6001 -4.5585 -0.0565 -0.4008 1.6665
H 6.5347 -4.0463 -6.7002 -0.2006 1.6110 -0.0542
H 7.4507 -5.0367 -5.8543 0.3602 -0.5816 0.8985
H 8.9934 -2.1048 -4.0651 -0.4904 0.0290 0.4190
H 9.5074 -3.7618 -4.0741 0.0094 -0.2722 -0.3350
C 2.7681 3.1851 8.3498 -0.6527 -1.5306 -0.5728
C 2.9863 1.6486 8.6389 -0.1773 1.0480 0.3855
C 2.3558 1.5233 10.0435 0.6549 0.4184 0.5581
O 1.6364 2.7554 10.4112 0.2818 -0.5081 -2.9617
C 1.4299 3.4248 9.0888 1.2236 0.6853 0.9728
H 2.8377 3.3586 7.2760 -0.7772 0.0849 -0.1329
H 3.5454 3.8512 8.7242 0.0493 -0.4205 0.6386
H 4.0213 1.3358 8.5005 0.1870 0.2062 0.7011
H 2.4587 0.9190 8.0246 -0.3888 0.7489 -0.6779
H 3.1494 1.4134 10.7825 -0.2713 -0.2166 0.2527
H 1.6931 0.6581 10.0252 -0.1793 0.1154 0.4605
H 1.3071 4.4938 9.2626 -0.0896 -0.0437 0.3768
H 0.5244 3.1062 8.5725 0.1384 -0.5873 -0.0037
C 11.8881 -1.7758 3.9834 -0.0410 0.7381 1.4632
C 10.6522 -1.1333 3.3833 -2.0069 -2.2475 0.3801
O 11.0396 -0.4295 2.2918 1.7382 3.5386 -3.2246
S 12.6148 -0.1036 2.2112 0.8180 0.0744 0.3660
O 12.9029 1.0192 3.0984 -0.2587 -1.5626 -1.8520
O 13.1583 -0.1756 0.8299 -1.8772 -0.0737 4.1802
O 12.9103 -1.4674 3.0857 1.9014 0.0616 -1.8689
H 11.8250 -2.8348 4.2335 0.0386 -0.1001 -0.8079
H 12.1416 -1.3076 4.9344 -0.1070 0.2557 0.1156
H 10.0269 -0.5969 4.0970 0.3072 0.3422 -0.0524
H 10.0269 -1.8039 2.7939 -0.5152 -1.0269 1.2994
C -1.1806 -0.3334 -0.6116 -0.3312 2.1520 1.1602
C -0.2804 0.3551 -1.6915 0.6392 -1.2257 0.2066
O 1.0550 0.3252 -1.1232 0.3884 0.5729 1.6105
S 0.9515 0.4122 0.5688 -0.5748 -0.2889 -2.0095
O 0.4474 1.7152 0.9343 0.2909 -1.5506 -0.3281
O 2.1535 -0.0853 1.2089 -2.3425 0.2318 -1.4136
O -0.2837 -0.7072 0.4858 0.7301 0.4189 0.3007
H -1.9049 -1.0872 -0.9204 1.1533 -0.8768 -0.1230
H -1.8784 0.3684 -0.1549 0.1940 0.5670 -0.1053
H -0.4865 1.3631 -2.0516 -0.4974 0.0163 0.6775
H -0.2634 -0.2851 -2.5735 0.3474 -0.0175 0.0274
C -8.3523 -7.9792 -3.3378 1.1310 0.6235 -0.0674
C -7.5330 -7.9421 -1.9765 -0.0181 0.3917 -2.3045
O -7.1069 -6.5676 -1.9709 -0.0516 1.8892 0.6665
S -7.8497 -5.4777 -2.9355 0.2738 -0.6580 -2.3702
O -6.8209 -4.9824 -3.9275 -3.3399 -1.7926 3.3107
O -8.7710 -4.5446 -2.3186 1.9651 -1.2546 -0.4481
O -8.8736 -6.6646 -3.5226 0.2931 1.4518 0.4388
H -9.1558 -8.6984 -3.4966 0.0433 0.1600 0.5167
H -7.6413 -8.0537 -4.1607 0.2439 -0.7412 0.1165
H -6.5723 -8.4287 -2.1450 -0.3315 -0.5666 0.2627
H -8.0098 -8.2860 -1.0587 -0.2038 0.4969 -0.1179
C -7.4440 9.3711 -0.4175 0.6062 -2.3332 0.2775
C -6.2776 9.6170 -1.4219 -1.6971 2.9658 -0.0418
O -5.4967 8.5199 -1.6603 -0.4849 -3.5078 1.2643
S -6.2195 7.1258 -0.9576 0.2672 0.0063 -0.0913
O -5.4605 6.7602 0.2595 -2.1121 1.1530 -2.9468
O -6.4505 6.1349 -2.0127 0.3653 2.1962 2.3935
O -7.6813 7.9245 -0.6227 2.1428 -1.0353 -0.2724
H -8.4351 9.7799 -0.6141 0.4801 0.4591 -0.4546
H -7.2328 9.4837 0.6459 0.3747 0.2755 -0.1011
H -5.6172 10.4398 -1.1479 -0.1187 0.0085 0.3847
H -6.7892 9.9421 -2.3278 0.1790 -0.1915 -0.4142
```
Positions in Å, forces in eV/Å.

## Properties
- SMILES: O=S1(=O)OCCO1.O=S1(=O)OCCO1.O=S1(=O)OCCO1.O=S1(=O)OCCO1.C1CCOC1.C1CCOC1.C1CCOC1.C1CCOC1
- Lowest unoccupied orbital energy: 0.34 eV
- Energy relative to the best compared isomer or geometry (same formula, charge and spin): 116.60 kcal per mole
- Kohn-Sham gap: 9.778 eV

***

- Which of these has the lowest lowest unoccupied orbital energy?
  C24H48NO2P2PbSi2